This record from the Open Molecules 2025 dataset describes C43H66ClN4O4Y as an isolated structure. The level of theory is ωB97M-V/def2-TZVPD.

```
119
Properties=species:S:1:pos:R:3:forces:R:3
Y 0.918109 -1.392527 -0.602461 -0.048 -0.077 -0.087
C 4.402632 -0.427087 -2.492857 -0.003 -0.005 0.021
N 3.097970 0.094523 -2.089601 -0.075 0.014 -0.068
C 2.343961 0.376941 -3.318973 0.045 0.037 -0.036
C 3.329071 1.323572 -1.321254 -0.091 0.026 0.014
C 2.059451 1.920094 -0.747248 0.075 -0.053 0.019
N 1.386220 1.041332 0.219927 0.023 0.072 -0.089
C 0.014690 1.552051 0.509477 -0.034 -0.085 -0.058
C -0.747253 2.028425 -0.696840 0.068 0.059 0.115
C -1.249091 3.319213 -0.717598 -0.012 -0.028 -0.005
C -1.976023 3.802808 -1.798066 0.002 -0.103 -0.073
C -2.190506 2.916184 -2.851082 -0.006 0.075 0.062
C -1.710509 1.608389 -2.879242 -0.011 -0.031 -0.021
C -0.937835 1.155107 -1.783800 -0.001 0.008 -0.079
O -0.375152 -0.039803 -1.753335 -0.033 -0.024 0.184
C -2.092965 0.662232 -4.023235 0.025 0.022 0.013
C -2.894251 1.364563 -5.123187 0.025 -0.042 0.005
C -2.976645 -0.448126 -3.438870 0.001 0.027 0.035
C -0.859346 0.037497 -4.688668 0.010 0.012 -0.035
C -2.500328 5.237409 -1.790579 0.022 -0.001 0.026
C -3.439352 5.434670 -0.592536 0.010 0.011 -0.022
C -3.270978 5.579985 -3.065387 0.001 0.004 0.028
C -1.319884 6.211534 -1.667979 -0.021 0.003 -0.010
C 2.181975 1.016885 1.470830 -0.036 -0.057 0.047
C 1.471988 0.470591 2.676707 0.112 0.173 -0.017
C 1.279715 1.280236 3.783977 -0.025 -0.011 0.030
C 0.691025 0.800316 4.946665 0.011 -0.105 -0.071
C 0.324745 -0.543730 4.948966 0.028 0.114 0.036
C 0.499928 -1.397571 3.862647 -0.027 0.029 0.047
C 1.064114 -0.869032 2.679444 0.033 -0.283 -0.050
O 1.241225 -1.596776 1.577834 -0.107 0.166 -0.102
C 0.097439 -2.869633 3.957360 0.007 -0.005 -0.005
C 1.328915 -3.752569 3.693983 -0.023 -0.010 0.018
C -0.430287 -3.253073 5.342881 0.027 -0.014 -0.015
C -1.025522 -3.165118 2.953369 0.003 0.018 -0.001
C 0.482389 1.727430 6.142034 0.002 -0.007 -0.019
C -0.420222 2.897766 5.727589 0.000 -0.019 0.017
C 1.837087 2.276526 6.609756 -0.011 -0.013 0.007
C -0.175987 1.010946 7.320948 0.009 0.035 -0.009
H 4.939149 0.298879 -3.120393 0.000 -0.007 -0.003
H 4.284304 -1.343242 -3.071189 -0.001 -0.007 -0.002
H 5.027501 -0.628743 -1.620730 -0.001 -0.001 0.000
H 2.891696 1.087092 -3.957048 -0.003 -0.007 0.002
H 1.361626 0.775874 -3.093699 -0.011 -0.010 0.012
H 2.196839 -0.553156 -3.868239 -0.011 -0.004 0.000
H 3.804788 2.083552 -1.962737 -0.002 -0.010 0.019
H 4.039490 1.092096 -0.524558 0.010 0.001 -0.011
H 1.364697 2.148190 -1.551166 0.017 -0.004 -0.009
H 2.313440 2.879825 -0.271786 -0.020 -0.003 -0.015
H 0.079213 2.369273 1.238353 -0.017 0.006 -0.013
H -0.530822 0.737253 1.001464 0.015 0.039 0.038
H -1.057514 3.953381 0.142241 -0.007 0.024 0.003
H -2.769369 3.257313 -3.694589 -0.001 0.024 -0.007
H -3.832683 1.776859 -4.749740 -0.014 0.003 0.006
H -3.139387 0.633650 -5.896077 -0.013 0.003 -0.013
H -2.324317 2.168638 -5.593320 0.012 0.014 -0.002
H -3.914257 -0.025654 -3.070800 -0.019 -0.022 0.001
H -2.464403 -0.929939 -2.610035 -0.009 0.002 -0.004
H -3.205636 -1.201483 -4.197286 -0.006 -0.019 -0.014
H -0.203141 0.818873 -5.082560 0.007 -0.002 -0.017
H -1.174761 -0.591319 -5.525695 0.000 -0.002 -0.015
H -0.296330 -0.575296 -3.990708 -0.004 -0.014 0.037
H -4.285830 4.748659 -0.651596 -0.014 -0.003 0.000
H -3.823011 6.457641 -0.573540 -0.008 0.007 0.005
H -2.924389 5.250931 0.350823 0.002 -0.003 0.015
H -4.149675 4.943987 -3.185871 -0.010 -0.005 -0.008
H -2.645377 5.475374 -3.953392 0.005 0.003 -0.015
H -3.612116 6.615858 -3.015648 -0.007 0.002 -0.008
H -0.752898 6.036388 -0.752959 0.006 0.000 0.009
H -1.677690 7.243809 -1.650203 0.002 0.013 0.001
H -0.638513 6.097857 -2.513280 0.005 -0.001 -0.007
H 2.508636 2.042212 1.698207 -0.001 -0.019 0.004
H 3.078955 0.418589 1.282754 -0.003 -0.004 0.003
H 1.605431 2.314019 3.724114 0.005 0.011 0.005
H -0.119298 -0.948031 5.845248 0.003 -0.002 -0.005
H 2.044192 -3.647567 4.512478 0.001 -0.002 0.008
H 1.838279 -3.466830 2.776182 -0.007 0.009 -0.025
H 1.034770 -4.804800 3.637695 0.013 -0.013 -0.008
H 0.312627 -3.080362 6.123468 0.005 0.000 0.011
H -0.673545 -4.317719 5.343933 -0.004 -0.009 0.008
H -1.339269 -2.707396 5.600599 -0.008 0.011 -0.003
H -0.772519 -2.838387 1.948902 -0.003 -0.003 -0.001
H -1.933025 -2.634794 3.249079 -0.016 0.000 -0.007
H -1.250976 -4.235802 2.939599 -0.011 -0.015 -0.004
H 0.019521 3.470342 4.910370 0.007 0.012 -0.011
H -0.575496 3.575989 6.569855 -0.006 0.013 0.005
H -1.393104 2.531845 5.394908 -0.012 0.003 -0.002
H 2.335721 2.836851 5.818392 0.007 0.009 -0.012
H 2.497387 1.461540 6.911459 0.009 -0.003 0.006
H 1.702910 2.945605 7.462740 0.001 0.011 0.012
H -1.158692 0.619386 7.053370 -0.017 -0.008 0.005
H -0.309008 1.715295 8.144120 -0.007 -0.003 0.012
H 0.437969 0.185156 7.683998 0.008 -0.016 0.007
N 0.848982 -3.995212 0.055642 -0.068 -0.113 0.054
C 2.014469 -4.772590 -0.354784 -0.018 0.009 0.020
C 3.248503 -3.932352 -0.109927 0.040 0.019 -0.003
N 3.112316 -2.664346 -0.843497 0.138 -0.022 0.057
H 0.793727 -3.936096 1.067488 0.007 0.040 -0.001
H -0.005552 -4.433609 -0.266893 0.032 -0.009 -0.017
H 1.920728 -4.983682 -1.423271 0.004 -0.004 0.002
H 2.107377 -5.730468 0.168320 0.013 0.012 -0.015
H 4.149174 -4.482187 -0.401079 -0.023 -0.011 0.021
H 3.324524 -3.692870 0.952738 0.005 0.003 -0.002
H 3.100342 -2.849881 -1.843785 -0.023 0.021 0.016
H 3.913643 -2.073715 -0.661173 0.002 -0.008 -0.005
Cl -3.605387 -5.728819 -5.054382 0.029 0.018 0.016
C -2.354722 -4.813371 -4.258849 0.009 -0.022 -0.059
C -1.113654 -4.638017 -4.896414 -0.050 -0.028 0.005
C -0.121774 -3.919865 -4.292902 0.004 0.041 0.064
C -0.287296 -3.317606 -3.008975 0.108 -0.038 -0.128
O 0.686768 -2.656528 -2.500915 0.039 0.103 0.103
C -1.557163 -3.512778 -2.382566 -0.057 0.025 0.050
C -1.943095 -2.931274 -1.123730 -0.051 -0.012 -0.040
O -1.262895 -2.250439 -0.359001 0.013 0.058 0.037
C -2.566962 -4.258299 -3.034585 0.010 0.014 0.032
H -0.955064 -5.075557 -5.873679 -0.008 -0.002 -0.003
H 0.830723 -3.769545 -4.784265 0.008 -0.005 -0.011
H -2.983405 -3.135531 -0.820586 0.007 -0.013 -0.041
H -3.526857 -4.375087 -2.546039 -0.012 -0.005 -0.003
```
Forces are in eV/Å.

Properties
Total charge: 0
Energy relative to the best compared isomer or geometry (same formula, charge and spin) (kcal/mol): 8.6
HOMO energy (eV): -7.1727
HOMO-LUMO gap (eV): 7.14



This record from the Open Molecules 2025 dataset describes C43H67MnNO5S3SbTe as an isolated structure. The level of theory is ωB97M-V/def2-TZVPD.

```
122
Properties=species:S:1:pos:R:3:forces:R:3
Mn 0.525246 -1.621875 0.780099 -0.306 -0.144 -0.023
C 0.036549 -2.310212 5.372579 -0.008 0.000 0.033
C 0.564889 -2.267381 3.958123 0.146 0.001 -0.038
S -0.158790 -1.015963 2.945375 -0.104 0.004 -0.146
C 1.513776 -3.096713 3.498221 -0.018 0.151 0.000
C 2.163173 -4.157811 4.343663 -0.016 -0.001 0.027
S 2.105250 -3.019849 1.844495 0.136 -0.041 0.005
H -0.602261 -1.447608 5.557277 -0.006 0.024 0.003
H 0.843451 -2.291331 6.110316 0.018 -0.004 0.024
H -0.563237 -3.206892 5.555903 -0.013 -0.021 0.004
H 1.880657 -4.084664 5.394843 -0.008 -0.002 0.015
H 3.251641 -4.083585 4.272897 0.032 0.006 -0.002
H 1.890735 -5.154598 3.985070 -0.003 -0.016 -0.007
O 0.992737 1.037831 -0.044700 -0.095 0.212 0.361
H 0.963539 0.728032 -0.969362 0.142 -0.034 -0.145
H 0.076830 1.300098 0.117156 0.019 -0.040 0.058
C -1.055691 -5.366050 -5.691981 -0.010 -0.016 -0.008
C -0.325935 -4.361531 -4.840790 0.017 0.013 0.021
C -0.302989 -4.473080 -3.459011 0.028 -0.006 -0.040
C 0.372023 -3.548324 -2.667750 0.119 -0.035 -0.082
C 1.028442 -2.495575 -3.274811 -0.053 0.044 0.015
C 1.023671 -2.367204 -4.659293 -0.013 0.048 -0.020
C 0.349381 -3.292224 -5.432327 -0.005 -0.031 -0.018
S 1.884711 -1.263929 -2.320554 0.057 -0.107 0.062
O 1.167124 -0.012169 -2.542784 0.010 -0.029 -0.170
O 3.244222 -1.270855 -2.812563 0.000 0.040 0.023
O 1.786577 -1.721429 -0.919863 -0.014 -0.023 0.005
H -1.674140 -6.020632 -5.078053 -0.007 -0.008 0.005
H -0.357860 -5.993858 -6.251727 0.011 -0.003 -0.004
H -1.703604 -4.870947 -6.417820 -0.010 0.004 -0.008
H -0.830601 -5.288326 -2.977136 -0.012 -0.013 0.012
H 0.356450 -3.635750 -1.589021 0.026 -0.065 -0.010
H 1.546566 -1.537813 -5.116733 0.011 0.028 -0.019
H 0.341972 -3.187567 -6.512269 -0.007 0.009 -0.016
C 5.863346 0.764799 4.483989 0.032 0.076 -0.015
C 4.732644 -0.056614 3.873112 -0.033 -0.031 0.020
C 3.618259 -0.207336 4.912084 0.012 0.018 0.002
C 5.276419 -1.451537 3.560178 0.007 0.001 -0.011
Sb 3.670902 0.619817 2.030158 -0.046 -0.006 0.016
C 3.091465 2.700659 2.592268 0.036 0.014 0.002
C 3.983116 3.439375 3.582345 -0.017 -0.003 0.022
C 2.940559 3.560565 1.339078 0.057 -0.007 -0.030
C 1.699166 2.525688 3.203775 -0.021 -0.021 0.004
C 5.339899 0.803123 0.576884 0.022 -0.014 0.026
C 5.487257 -0.622018 0.033254 0.024 -0.012 0.008
C 6.681544 1.286317 1.111998 0.001 -0.010 0.019
C 4.913395 1.689501 -0.590793 -0.021 0.041 0.001
H 6.210829 0.255756 5.394922 0.024 -0.015 0.023
H 5.556388 1.768844 4.773606 0.018 -0.064 -0.008
H 6.722026 0.855183 3.818361 -0.022 0.006 0.002
H 4.008693 -0.735296 5.793416 0.015 -0.009 0.028
H 2.772118 -0.781192 4.527360 -0.039 -0.034 -0.030
H 3.246636 0.762212 5.251347 -0.018 0.034 0.003
H 5.601690 -1.929791 4.495026 0.003 -0.017 0.023
H 6.145665 -1.406232 2.900431 0.018 0.002 -0.008
H 4.525638 -2.093672 3.094163 -0.036 -0.006 -0.027
H 5.022227 3.493452 3.249516 0.012 0.004 -0.013
H 3.963611 2.976031 4.569947 -0.008 0.001 -0.010
H 3.618442 4.469838 3.702464 -0.020 0.026 0.004
H 3.905308 3.924965 0.982456 0.018 -0.012 -0.010
H 2.331629 4.440907 1.586486 -0.004 0.031 0.002
H 2.442739 3.030754 0.527067 -0.047 -0.033 -0.017
H 1.708597 1.920637 4.111303 0.019 -0.023 0.036
H 1.014706 2.034386 2.512005 -0.009 -0.015 -0.049
H 1.284064 3.511391 3.455959 -0.005 0.024 0.021
H 5.725761 -1.346244 0.812795 0.018 -0.021 0.011
H 6.296754 -0.644974 -0.708679 0.014 0.001 -0.016
H 4.579935 -0.962155 -0.466957 -0.046 0.001 -0.014
H 7.119929 0.568638 1.807367 -0.008 0.002 0.006
H 6.607638 2.251181 1.619868 -0.012 0.025 0.007
H 7.388652 1.402269 0.278172 0.023 -0.002 -0.021
H 3.900970 1.467674 -0.932992 -0.043 -0.015 -0.010
H 5.585980 1.507420 -1.438824 0.014 0.001 -0.019
H 4.970984 2.749774 -0.344792 -0.012 0.002 0.000
C -2.499189 -2.679594 -1.427395 -0.143 -0.051 0.064
C -1.428671 -2.286915 -0.430494 -0.258 0.057 0.222
O -0.771486 -3.245378 0.136559 0.202 -0.082 -0.042
N -1.137248 -1.052598 -0.146747 0.215 0.090 -0.005
Te -2.148705 0.763977 -1.617965 0.002 0.253 -0.186
C -3.322327 2.168831 -2.879312 0.005 -0.182 -0.026
C -4.191543 3.154035 -2.402298 -0.015 0.026 0.035
C -4.322781 3.465614 -0.935765 0.013 0.012 0.031
C -4.965126 3.901983 -3.292967 -0.004 0.025 -0.014
C -4.884741 3.720103 -4.661751 0.009 -0.002 -0.010
C -5.731111 4.524392 -5.612316 -0.015 0.019 -0.019
C -3.982049 2.775307 -5.135748 -0.007 0.028 -0.025
C -3.207407 2.009121 -4.273583 -0.019 -0.006 -0.004
C -2.257035 1.006038 -4.877143 0.013 -0.049 -0.024
C -3.862501 0.403958 -0.418248 -0.006 -0.004 -0.037
C -5.019576 -0.158433 -0.962874 -0.049 0.044 0.028
C -5.173967 -0.536052 -2.412378 -0.003 0.029 -0.072
C -6.122215 -0.387541 -0.135472 0.010 -0.057 0.008
C -6.097654 -0.095852 1.214982 -0.015 0.001 0.010
C -7.286745 -0.364964 2.098008 -0.026 0.003 0.002
C -4.937498 0.460207 1.739791 -0.023 0.028 -0.008
C -3.828671 0.726318 0.949211 -0.009 0.014 0.026
C -2.632174 1.359923 1.591331 0.063 -0.034 0.075
H -2.577160 -3.766888 -1.444249 -0.022 0.014 -0.021
H -2.244172 -2.312431 -2.423178 0.008 -0.018 0.012
H -3.460512 -2.246094 -1.149439 0.011 -0.030 0.031
H -3.383703 3.278875 -0.416297 -0.012 0.024 -0.017
H -5.082877 2.845110 -0.456754 -0.013 -0.020 0.010
H -4.598567 4.512660 -0.793278 -0.013 0.008 0.006
H -5.639114 4.657231 -2.896477 -0.005 0.009 0.004
H -6.311560 5.277170 -5.077437 -0.005 0.006 0.005
H -6.432835 3.887484 -6.156852 -0.003 -0.007 -0.002
H -5.117345 5.038817 -6.355419 0.006 0.000 -0.002
H -3.876569 2.631475 -6.208300 -0.002 0.001 -0.004
H -2.203717 1.135865 -5.959769 -0.002 -0.010 -0.006
H -2.575799 -0.017972 -4.666735 0.007 -0.009 0.009
H -1.248326 1.096160 -4.472464 0.026 0.012 0.005
H -4.217464 -0.579081 -2.928350 0.031 -0.013 0.017
H -5.798026 0.194462 -2.934114 0.023 0.025 -0.020
H -5.654041 -1.514003 -2.494414 -0.030 0.017 -0.010
H -7.014997 -0.830230 -0.569545 -0.001 -0.003 0.002
H -8.044294 -0.945196 1.569699 -0.006 0.000 -0.003
H -7.751165 0.566211 2.432957 0.003 0.003 0.000
H -6.994513 -0.922012 2.989886 0.005 -0.007 0.007
H -4.889923 0.694832 2.798379 -0.002 0.005 0.017
H -2.868126 1.696562 2.600960 0.002 -0.003 0.023
H -2.273150 2.209573 1.006926 0.011 -0.029 0.048
H -1.821705 0.634627 1.659240 0.061 -0.024 -0.034
```
Forces are in eV/Å.

Properties
Total charge: -2
Energy relative to the best compared isomer or geometry (same formula, charge and spin) (kcal/mol): 4.0
HOMO energy (alpha / beta) (eV): -1.3032 / -1.4841
Spin multiplicity: 5
Expectation value of S²: 6.181
HOMO-LUMO gap (alpha / beta) (eV): 5.11 / 5.30



Per-record molecular weight, g mol⁻¹: 827.38; 1078.51